Record 1
C32H32CdNO | ωB97M-V/def2-TZVPD

Each line ends with the Mulliken charge.
CARTESIAN COORDINATES (ANGSTROEM)
C -2.769 1.632 -0.336  -0.40
C -1.856 2.370 0.466  -0.98
C -0.586 2.298 -0.143  0.14
H -2.092 2.879 1.399  0.38
C -0.687 1.479 -1.326  -0.91
C -2.073 1.118 -1.447  -0.83
H 0.029 1.560 -2.152  0.93
C -1.757 -1.193 2.663  -0.52
C -1.860 0.128 3.213  -0.77
C -0.542 0.671 3.322  -0.80
H -2.794 0.655 3.473  0.34
C 0.370 -0.288 2.796  -0.38
C -0.382 -1.454 2.432  -1.24
H 0.281 2.889 0.151  0.32
H -2.523 0.594 -2.294  0.48
H -3.822 1.475 -0.096  0.41
H 0.006 -2.332 1.902  0.49
H -0.264 1.684 3.641  0.37
H -2.605 -1.858 2.444  0.57
Cd 0.243 -0.978 -1.446  0.20
C 1.808 -0.057 2.369  2.54
C 2.711 -1.186 2.851  -1.90
C 2.337 1.299 2.867  -2.04
H 2.559 -1.346 3.925  0.43
H 3.756 -0.906 2.689  0.44
H 2.522 -2.121 2.322  0.31
H 2.239 1.335 3.967  0.46
H 1.786 2.153 2.434  0.25
H 3.400 1.394 2.591  0.42
C 1.646 -0.085 0.801  1.85
C 2.743 -0.527 -0.157  -0.88
H 1.335 0.916 0.461  -0.70
H 0.804 -0.835 0.622  0.19
O 2.722 -1.688 -0.681  -0.64
N 3.587 0.556 -0.479  0.08
C 3.154 1.334 -1.662  -0.69
H 4.577 0.328 -0.506  0.34
C 2.726 2.755 -1.425  0.90
C 1.948 3.356 -2.422  -0.39
H 1.707 2.767 -3.310  0.37
C 1.464 4.648 -2.264  -0.60
H 0.815 5.073 -3.035  0.37
C 1.842 5.378 -1.127  -0.46
H 1.490 6.406 -1.027  0.34
C 2.636 4.793 -0.132  -0.52
H 2.914 5.374 0.752  0.38
C 3.083 3.470 -0.282  -0.31
H 3.712 3.005 0.481  0.30
H 2.337 0.804 -2.181  -0.05
H 3.971 1.314 -2.400  0.51
C -5.228 -3.425 -1.077  -0.47
C -4.673 -2.259 -0.489  -1.02
C -3.295 -2.062 -0.441  -0.30
C -2.399 -2.953 -1.100  0.61
C -0.997 -2.770 -1.331  -0.48
C -0.216 -3.820 -1.800  -0.06
C -0.840 -4.970 -2.363  -0.79
C -2.205 -5.131 -2.282  -0.69
C -3.007 -4.160 -1.659  1.03
C -4.396 -4.378 -1.639  -0.89
H -6.306 -3.592 -1.085  0.35
H -5.349 -1.511 -0.062  0.41
H -2.882 -1.196 0.089  0.92
H 0.878 -3.784 -1.800  0.38
H -0.240 -5.723 -2.870  0.35
H -2.705 -6.007 -2.694  0.29
H -4.790 -5.292 -2.101  0.29

The HOMO-LUMO gap comes out at 4.4 eV. The calculation puts the total energy at -1536.17266 hartree. For the HOMO energy, the calculation gives -2.754 eV. As for the largest force on an atom: 0.069 Eh/bohr. As for the net charge: -1.

***

Record 2
C32H32ClN3O3S | ωB97M-V/def2-TZVPD

Each line ends with the Mulliken charge.
CARTESIAN COORDINATES (ANGSTROEM)
N 7.353 -4.180 -6.608  -0.51
C 6.489 -3.721 -5.943  -0.09
C 5.415 -3.073 -5.221  0.50
C 5.661 -2.024 -4.330  -0.61
C 4.633 -1.408 -3.615  -0.29
C 3.329 -1.892 -3.738  0.09
S 1.986 -1.080 -2.898  1.73
C 1.589 -1.778 -1.114  0.06
Cl 3.349 -2.106 -0.532  -0.09
O 2.386 0.283 -2.628  -0.68
O 0.767 -1.226 -3.646  -0.72
C 3.044 -2.874 -4.688  -0.56
C 4.088 -3.465 -5.406  -0.57
H 6.707 -1.768 -4.158  0.40
H 4.888 -0.534 -3.025  0.43
H 1.047 -2.604 -1.614  0.52
H 2.023 -3.161 -4.937  0.41
H 3.893 -4.310 -6.073  0.39
C -4.480 2.946 1.299  -0.95
N -3.397 2.468 0.466  0.39
C -2.885 3.226 -0.535  -0.32
O -3.425 4.290 -0.970  -0.75
C -1.617 2.568 -1.016  0.30
C -0.351 3.407 -0.762  -1.54
C -0.190 3.711 0.699  0.31
C -1.005 4.667 1.308  -0.04
C -0.894 4.914 2.671  -0.77
C 0.038 4.205 3.434  -0.34
C 0.901 3.292 2.823  -0.80
C 0.784 3.059 1.454  -0.04
N -1.623 1.330 -0.302  0.55
C -0.630 0.420 -0.477  -0.36
C -0.566 -0.802 0.207  -0.55
C 0.459 -1.820 0.008  -0.07
C 0.653 -2.794 0.998  0.88
C 1.279 -4.026 0.696  -0.54
C 1.244 -5.105 1.593  -0.82
C 0.583 -4.971 2.816  -0.47
C 0.046 -3.737 3.192  -0.81
C 0.155 -2.660 2.315  -0.11
C -2.638 1.252 0.742  0.23
C -2.090 1.281 2.194  -0.37
C -3.135 0.582 3.055  -0.80
C -4.037 -0.260 2.102  -0.75
C -3.615 0.040 0.666  -1.21
H -5.121 3.654 0.729  0.37
H -5.052 2.065 1.623  0.33
H -4.098 3.453 2.215  0.21
H -1.732 2.387 -2.089  0.48
H 0.514 2.895 -1.205  0.59
H -0.489 4.350 -1.307  0.65
H -1.703 5.242 0.703  0.41
H -1.550 5.649 3.133  0.42
H 0.129 4.393 4.501  0.38
H 1.650 2.739 3.399  0.41
H 1.457 2.377 0.937  0.43
H 0.120 0.587 -1.281  0.48
H -1.282 -1.012 1.056  0.56
H 1.385 -0.652 -1.002  -0.79
H 1.756 -4.121 -0.295  0.27
H 1.730 -6.036 1.231  0.34
H 0.606 -5.797 3.479  0.41
H -0.438 -3.586 4.165  0.39
H -0.148 -1.641 2.611  0.32
H -1.159 0.719 2.193  0.46
H -1.843 2.312 2.493  -0.11
H -2.673 -0.062 3.824  0.37
H -3.738 1.353 3.557  0.36
H -3.933 -1.333 2.344  0.41
H -5.090 0.021 2.236  0.45
H -4.454 0.280 -0.007  0.36
H -3.056 -0.793 0.249  0.37

The HOMO-LUMO gap comes out at 4.5 eV. The calculation puts the total energy at -2486.71211 hartree. For the HOMO energy, the calculation gives -6.289 eV. As for the largest force on an atom: 0.089 Eh/bohr.

***

Record 3
C32H32ClN5OPdS | ωB97M-V/def2-TZVPD

Each line ends with the Mulliken charge.
CARTESIAN COORDINATES (ANGSTROEM)
Pd -0.602 -1.048 -0.197  0.55
Cl -4.355 -2.902 5.796  -0.31
C -3.237 -2.269 4.578  0.34
C -2.078 -1.644 4.999  -1.03
C -1.231 -1.168 3.994  -0.34
C -1.506 -1.290 2.639  0.21
O -0.603 -0.770 1.790  0.08
C -2.714 -1.939 2.210  0.98
C -3.122 -2.155 0.875  -1.02
N -2.452 -1.784 -0.245  0.32
C -2.908 -2.004 -1.479  0.50
C -4.198 -2.531 -1.835  -1.36
C -4.492 -2.749 -3.161  -0.49
C -3.594 -2.506 -4.208  -1.15
C -2.313 -1.995 -3.910  0.84
C -1.306 -1.712 -4.851  -0.80
C -0.069 -1.224 -4.443  -1.09
C 0.182 -1.009 -3.106  -0.44
N -0.769 -1.264 -2.183  0.35
C -1.979 -1.739 -2.541  0.75
C -3.557 -2.418 3.249  -1.61
H -1.844 -1.531 6.048  0.41
H -0.301 -0.676 4.260  0.28
H -4.050 -2.695 0.738  0.02
H -4.945 -2.715 -1.078  0.25
H -5.480 -3.129 -3.408  0.32
H -3.867 -2.703 -5.238  0.30
H -1.508 -1.880 -5.904  0.33
H 0.704 -0.998 -5.168  0.40
H 1.114 -0.620 -2.723  0.35
H -4.482 -2.912 2.978  0.38
S -2.827 2.390 0.342  -0.44
C -1.464 2.854 1.175  0.13
N -0.662 1.896 1.750  0.33
C 0.540 2.153 2.270  0.19
C 0.988 3.439 2.343  -0.72
C 0.103 4.407 1.843  -0.11
N -1.062 4.160 1.302  -0.55
H -0.899 0.882 1.672  0.09
H 1.089 1.280 2.597  0.25
H 1.965 3.688 2.723  0.41
H 0.384 5.458 1.893  0.39
C 4.533 3.393 0.178  -1.97
C 3.218 2.809 -0.277  0.52
C 2.283 3.604 -0.919  -0.93
C 1.053 3.046 -1.294  0.50
C 0.011 3.893 -1.980  -1.78
C 0.796 1.716 -1.044  -0.16
C 1.735 0.848 -0.414  0.05
C 2.950 1.469 -0.019  -0.39
N 1.395 -0.454 -0.238  1.17
C 2.377 -1.444 0.227  1.29
C 1.776 -2.840 0.005  -1.77
C 2.660 -1.319 1.735  -1.33
C 3.684 -1.425 -0.599  -1.66
H 4.540 4.478 0.065  0.38
H 5.371 2.990 -0.398  0.37
H 4.724 3.160 1.230  0.36
H 2.487 4.654 -1.105  0.19
H 0.238 4.956 -1.872  0.35
H -0.979 3.708 -1.557  0.28
H -0.034 3.662 -3.047  0.41
H -0.173 1.309 -1.315  0.61
H 3.696 0.913 0.526  0.33
H 0.854 -2.967 0.575  0.25
H 2.488 -3.606 0.329  0.58
H 1.546 -2.994 -1.052  0.29
H 1.715 -1.426 2.271  0.04
H 3.094 -0.353 1.999  0.18
H 3.354 -2.101 2.064  0.51
H 3.444 -1.223 -1.645  0.22
H 4.167 -2.404 -0.543  0.48
H 4.410 -0.685 -0.273  0.37

The HOMO-LUMO gap comes out at 3.4 eV. The calculation puts the total energy at -2573.94890 hartree. For the HOMO energy, the calculation gives 0.945 eV. As for the largest force on an atom: 0.004 Eh/bohr. As for the net charge: -2.

***

Calculated E_LUMO (eV), listed in the same order as above: 1.653, -1.805, 4.393